16
Properties=species:S:1:pos:R:3:mulliken_charge:R:1 method="wB97M-V/def2-TZVPD" charge=-1 smiles="CC[C@H](NBr)S(=O)(=O)[O-]" homo_lumo_gap_ev=8.447 homo_energy_ev=-5.50 lumo_energy_ev=2.9488
C 1.192 -1.318 0.507 -1.088
C 0.868 -0.471 -0.718 -0.409
C -0.105 0.644 -0.350 -0.009
N -0.069 1.225 0.923 -0.710
O -1.877 -0.399 -1.774 -0.689
O -1.928 -0.983 0.681 -0.667
O -2.648 1.244 -0.137 -0.689
S -1.853 0.054 -0.392 1.107
Br 1.460 2.494 1.169 -0.230
H 0.430 -2.036 0.803 0.289
H 1.543 -0.851 1.525 0.187
H 1.880 -2.112 0.275 0.455
H 1.892 -0.073 -1.020 0.258
H 0.290 -0.843 -1.520 0.414
H -0.228 1.532 -1.133 0.385
H -0.846 1.892 1.162 0.397